# 1
DFT (the ωB97M-V functional and the def2-TZVPD basis) results for a gas-phase ion, C11H16NS (charge +1).

The geometry in XYZ format:
```
29
Properties=species:S:1:pos:R:3:forces:R:3
C 0.186800 -4.550265 -1.283663 -0.49 3.90 0.18
C 0.767354 -4.026014 -0.118685 1.76 -4.16 0.66
C -0.553471 -3.668797 -2.081258 1.17 -0.70 -0.24
C 0.779035 -2.733259 0.310674 -2.12 -0.74 -2.61
C -0.585248 -2.345387 -1.667651 0.43 -1.25 1.64
C 0.026320 -1.843754 -0.467215 -0.43 -0.43 -2.43
C -0.351237 3.141839 -0.512965 -0.29 0.23 1.55
C -1.478068 2.187021 -0.159252 2.22 -2.58 -0.18
C -0.159449 -0.469789 -0.125905 -0.56 1.62 1.98
C 0.360306 -0.096920 1.254683 3.11 -1.42 -1.06
C 0.585218 3.675282 1.650230 4.41 -0.01 -0.86
N 0.817909 2.947033 0.344260 -1.91 0.60 0.18
S -1.091589 0.619888 -1.054674 0.12 -1.38 -0.48
H 0.321550 -5.518619 -1.600288 0.27 -2.20 -0.22
H 1.295650 -4.892982 0.426070 -0.63 1.96 -0.22
H -0.940909 -4.074792 -3.043080 -0.17 0.85 0.94
H 1.067031 -2.486710 1.247438 1.58 0.54 2.46
H -1.324217 -1.774788 -2.085094 -1.29 1.86 -1.50
H -0.120226 3.076180 -1.570002 0.05 -0.19 -0.14
H -0.887419 4.074954 -0.366336 0.59 0.96 0.00
H -1.761826 1.764903 0.795690 0.66 0.94 0.91
H -2.356296 2.560548 -0.549706 -2.08 0.32 -1.36
H 0.315386 -1.009337 1.853270 -0.50 0.62 0.31
H -0.028141 0.748837 1.723837 -0.91 1.21 0.51
H 1.531393 0.096814 1.248305 -2.26 -0.24 -0.51
H 0.775661 4.800334 1.592899 -1.02 -1.39 0.00
H -0.280549 3.313312 2.138904 -1.18 0.14 0.16
H 1.441193 3.298168 2.274132 -0.79 0.49 -0.16
H 1.647840 3.186297 -0.174617 0.25 0.44 0.47
```
Forces are in eV/Å.

The frontier orbital gap comes out at 7.19 eV. The electronic energy is -881.351017 Ha. As for the net charge: +1. As for the spin multiplicity: 1. The value obtained for the energy above the lowest of the compared OMol25 structures with the same formula, charge and spin is 40.8 kcal per mole.



# 2
DFT (the ωB97M-V functional and the def2-TZVPD basis) results for a molecular structure, C11H31NO5PSi3.

The geometry in XYZ format:
```
52
Properties=species:S:1:pos:R:3:forces:R:3
C -0.975300 -0.504979 -3.450736 1.40 0.85 0.71
C 0.354070 -1.313889 -3.685227 -1.29 1.97 1.68
O 0.334772 -2.119526 -4.522691 0.38 -2.66 -2.32
O 1.513717 -1.147106 -2.939661 -0.38 0.60 -0.42
C 1.920344 0.227969 -2.887737 -0.77 0.85 0.80
C 3.165948 0.457362 -2.029205 0.11 -1.07 0.01
C 4.507007 0.346763 -2.808384 -0.59 0.18 -0.10
Si 5.134642 1.947693 -3.581845 0.10 -1.07 -0.65
P 5.325671 3.651250 -2.154014 0.78 1.58 0.59
O 6.654937 3.695411 -1.533804 0.43 -0.60 0.13
O 5.091580 5.024309 -3.019680 -0.99 -0.83 0.80
O 4.179844 3.696778 -1.001906 -0.23 -0.01 -0.71
H -1.496463 -0.824408 -2.539638 0.20 -0.11 -0.23
H -1.625789 -0.558256 -4.324168 0.29 -0.48 0.11
H -0.750951 0.562431 -3.309990 -0.10 -0.26 0.10
H 2.021009 0.625875 -3.912070 0.16 -0.13 0.21
H 1.104715 0.777887 -2.392184 0.23 -0.01 -0.24
H 3.023464 1.394669 -1.479742 0.25 -0.09 -0.22
H 3.167057 -0.342719 -1.273051 -0.18 0.29 -0.08
H 4.328307 -0.348536 -3.647725 0.21 0.17 0.18
H 5.296871 -0.117716 -2.203913 -0.14 0.28 -0.05
H 6.506119 1.682476 -4.070325 0.06 0.24 0.12
H 4.381827 2.363608 -4.786773 -0.25 0.08 0.20
H 4.431535 5.567025 -2.555728 0.19 0.06 -0.29
H 4.538837 3.403673 -0.150011 0.06 0.11 -0.22
C -0.034275 -0.569490 0.750513 0.52 -0.24 0.12
Si -1.256954 -1.140257 2.078710 -1.65 0.99 -0.65
C -0.514021 -0.663228 3.751573 0.56 -0.29 0.00
C -1.331048 -3.027575 1.984167 0.60 -0.17 0.11
N -2.741446 -0.396613 1.770131 0.10 -0.61 0.76
Si -4.122813 -0.627273 2.717011 1.30 0.52 -1.30
C -3.903708 -0.063320 4.509394 -0.53 -0.12 0.27
C -4.723930 -2.420733 2.737023 -0.48 0.01 0.35
C -5.520945 0.414703 1.978155 -0.29 -0.17 0.36
H 0.946407 -1.032443 0.920255 0.08 0.08 -0.10
H -0.358952 -0.851503 -0.254196 -0.11 -0.01 0.04
H 0.087478 0.516544 0.780548 -0.06 0.01 0.03
H 0.539081 -0.967834 3.808549 0.01 0.03 0.10
H -1.036922 -1.150907 4.576668 -0.05 0.04 0.01
H -0.559247 0.417563 3.899504 -0.08 -0.01 -0.03
H -1.855208 -3.348509 1.081841 -0.05 0.06 0.02
H -1.837321 -3.453911 2.852615 -0.06 0.01 -0.02
H -0.319850 -3.453677 1.955788 -0.03 -0.10 0.00
H -3.278504 -0.756647 5.075950 0.06 0.03 -0.01
H -4.875016 -0.012192 5.018308 0.04 0.03 0.08
H -3.451387 0.929314 4.549481 0.05 -0.02 -0.05
H -4.757540 -2.827568 1.724438 0.07 0.03 -0.01
H -5.734780 -2.484236 3.159710 -0.01 -0.09 -0.01
H -4.077457 -3.055160 3.347017 0.04 -0.02 -0.04
H -5.721654 0.107757 0.949307 0.05 0.01 -0.01
H -5.249581 1.472716 1.979495 0.04 -0.01 -0.03
H -6.444179 0.296432 2.558255 -0.07 0.08 -0.07
```
Forces are in eV/Å.

The frontier orbital gap comes out at 5.50 eV. The electronic energy is -2078.720825 Ha. As for the net charge: -1. As for the spin multiplicity: 1.



Please write out number 1 again, unchanged.
DFT (the ωB97M-V functional and the def2-TZVPD basis) results for a gas-phase ion, C11H16NS (charge +1).

The geometry in XYZ format:
```
29
Properties=species:S:1:pos:R:3:forces:R:3
C 0.186800 -4.550265 -1.283663 -0.49 3.90 0.18
C 0.767354 -4.026014 -0.118685 1.76 -4.16 0.66
C -0.553471 -3.668797 -2.081258 1.17 -0.70 -0.24
C 0.779035 -2.733259 0.310674 -2.12 -0.74 -2.61
C -0.585248 -2.345387 -1.667651 0.43 -1.25 1.64
C 0.026320 -1.843754 -0.467215 -0.43 -0.43 -2.43
C -0.351237 3.141839 -0.512965 -0.29 0.23 1.55
C -1.478068 2.187021 -0.159252 2.22 -2.58 -0.18
C -0.159449 -0.469789 -0.125905 -0.56 1.62 1.98
C 0.360306 -0.096920 1.254683 3.11 -1.42 -1.06
C 0.585218 3.675282 1.650230 4.41 -0.01 -0.86
N 0.817909 2.947033 0.344260 -1.91 0.60 0.18
S -1.091589 0.619888 -1.054674 0.12 -1.38 -0.48
H 0.321550 -5.518619 -1.600288 0.27 -2.20 -0.22
H 1.295650 -4.892982 0.426070 -0.63 1.96 -0.22
H -0.940909 -4.074792 -3.043080 -0.17 0.85 0.94
H 1.067031 -2.486710 1.247438 1.58 0.54 2.46
H -1.324217 -1.774788 -2.085094 -1.29 1.86 -1.50
H -0.120226 3.076180 -1.570002 0.05 -0.19 -0.14
H -0.887419 4.074954 -0.366336 0.59 0.96 0.00
H -1.761826 1.764903 0.795690 0.66 0.94 0.91
H -2.356296 2.560548 -0.549706 -2.08 0.32 -1.36
H 0.315386 -1.009337 1.853270 -0.50 0.62 0.31
H -0.028141 0.748837 1.723837 -0.91 1.21 0.51
H 1.531393 0.096814 1.248305 -2.26 -0.24 -0.51
H 0.775661 4.800334 1.592899 -1.02 -1.39 0.00
H -0.280549 3.313312 2.138904 -1.18 0.14 0.16
H 1.441193 3.298168 2.274132 -0.79 0.49 -0.16
H 1.647840 3.186297 -0.174617 0.25 0.44 0.47
```
Forces are in eV/Å.

The frontier orbital gap comes out at 7.19 eV. The electronic energy is -881.351017 Ha. As for the net charge: +1. As for the spin multiplicity: 1. The value obtained for the energy above the lowest of the compared OMol25 structures with the same formula, charge and spin is 40.8 kcal per mole.